(w)
Formula: C9H19N2
Source: the OMol25 dataset
Level of theory: the ωB97M-V functional and the def2-TZVPD basis

Output
lowest unoccupied orbital energy = -2.7015 eV
net charge = +1
M = 155.265 g mol⁻¹
orbital gap = 0.377 Ha
SMILES string = C=C[C@](C)(NC)[NH+]1CCCC1

```
30
Properties=species:S:1:pos:R:3:nbo_charge:R:1
C -1.085 1.297 -2.385 -0.341
C -1.080 1.367 -1.036 -0.192
C 2.612 0.524 0.816 -0.411
C 2.781 -0.422 -0.335 -0.439
C 1.126 0.952 0.799 -0.216
C 1.383 -0.765 -0.796 -0.240
C -1.567 -1.179 -0.828 -0.689
C -2.168 -0.746 1.997 -0.416
C -1.031 -0.027 -0.070 0.322
N -1.597 0.241 1.136 -0.668
N 0.489 -0.304 0.267 -0.377
H -1.232 2.215 -2.924 0.227
H -0.528 0.578 -2.846 0.188
H -1.432 2.184 -0.544 0.197
H 2.700 0.133 1.902 0.222
H 3.253 1.399 0.690 0.248
H 3.403 0.077 -1.073 0.247
H 3.318 -1.289 0.149 0.242
H 0.747 1.200 1.759 0.222
H 0.896 1.763 0.211 0.222
H 1.242 -0.201 -1.689 0.226
H 1.010 -1.721 -1.073 0.236
H -1.443 -2.190 -0.436 0.236
H -1.168 -1.263 -1.798 0.236
H -2.623 -1.232 -0.960 0.267
H -2.712 -0.100 2.791 0.247
H -2.977 -1.257 1.394 0.209
H -1.369 -1.492 2.284 0.175
H -1.457 1.214 1.538 0.400
H 0.507 -0.956 1.061 0.421
```

(x)
Formula: C9H19N2
Source: the OMol25 dataset
Level of theory: the ωB97M-V functional and the def2-TZVPD basis

Output
lowest unoccupied orbital energy = -2.5315 eV
net charge = +1
M = 155.265 g mol⁻¹
orbital gap = 0.401 Ha
SMILES string = CC1(C)C=CC(C)(C)[NH+]1CN

```
30
Properties=species:S:1:pos:R:3:nbo_charge:R:1
C -1.482 -1.414 -0.254 -0.203
C -0.311 -2.030 -0.033 -0.193
C -1.367 0.056 -0.122 0.075
C 0.776 -0.974 0.163 0.135
C -2.132 0.848 -1.142 -0.659
C -1.896 0.397 1.256 -0.637
C 1.546 -0.975 1.500 -0.634
C 1.829 -1.276 -1.078 -0.643
C 0.625 1.571 0.350 -0.044
N 1.751 1.961 -0.596 -0.836
N 0.119 0.319 -0.237 -0.400
H -2.429 -2.033 -0.154 0.267
H -0.147 -3.133 -0.134 0.266
H -2.305 1.921 -0.946 0.235
H -3.226 0.420 -1.384 0.271
H -1.722 0.812 -2.172 0.229
H -1.218 -0.135 1.936 0.223
H -2.820 -0.135 1.562 0.268
H -1.932 1.475 1.449 0.228
H 2.396 -0.442 1.360 0.223
H 1.670 -1.986 1.938 0.261
H 1.076 -0.339 2.212 0.217
H 2.616 -0.523 -1.132 0.242
H 1.297 -1.328 -2.040 0.218
H 2.353 -2.237 -0.893 0.246
H -0.262 2.251 0.281 0.209
H 1.190 1.499 1.161 0.222
H 2.240 2.782 -0.260 0.394
H 1.272 2.275 -1.475 0.360
H 0.493 0.372 -1.119 0.460
```

(y)
Formula: C9H19N2
Source: the OMol25 dataset
Level of theory: the ωB97M-V functional and the def2-TZVPD basis

Output
lowest unoccupied orbital energy = -3.4609 eV
net charge = +1
M = 155.265 g mol⁻¹
orbital gap = 0.355 Ha

```
30
Properties=species:S:1:pos:R:3:nbo_charge:R:1
C 1.348 -1.477 -0.882 0.211
C 1.197 -2.915 0.698 0.080
C 0.388 -0.938 0.089 0.030
C 1.623 2.736 0.618 -0.601
C -3.400 -0.493 -0.351 -0.604
C 0.900 0.325 0.740 -0.435
C -0.934 -0.794 -0.641 -0.406
C 1.012 1.612 -0.125 -0.418
C -2.074 -0.206 0.239 -0.396
N 0.376 -2.018 1.051 -0.480
N 2.559 -0.957 -1.173 -0.713
H 0.850 -1.976 -1.791 0.238
H 1.385 -3.982 1.213 0.228
H 0.832 3.027 1.435 0.211
H 1.813 3.650 -0.015 0.241
H 2.540 2.326 1.067 0.200
H -4.250 -0.265 0.358 0.236
H -3.482 -1.503 -0.762 0.210
H -3.365 0.131 -1.251 0.210
H 0.350 0.576 1.652 0.246
H 1.827 0.013 1.136 0.196
H -0.804 -0.035 -1.435 0.237
H -1.067 -1.781 -1.183 0.218
H 1.536 1.463 -1.117 0.207
H -0.001 2.034 -0.305 0.219
H -1.966 -0.637 1.207 0.180
H -1.981 0.881 0.180 0.219
H -0.224 -1.970 1.800 0.410
H 2.949 -1.097 -2.012 0.418
H 2.782 -0.292 -0.479 0.406
```

(x) is the most stable structure; the next one sits 0.0183 hartree above it.

(w)
Formula: C2H5BO
Source: the OMol25 dataset
Level of theory: the ωB97M-V functional and the def2-TZVPD basis

Output
lowest unoccupied orbital energy = 0.7464 eV
M = 55.873 g mol⁻¹
orbital gap = 0.383 Ha

```
9
Properties=species:S:1:pos:R:3:nbo_charge:R:1
B 1.676 0.022 -0.266 0.156
C 0.090 0.103 0.034 0.433
C -1.377 -0.123 0.026 -0.734
O 0.751 0.506 0.971 -0.503
H 2.253 -0.902 -0.114 -0.065
H 1.877 0.976 -1.013 -0.056
H -1.324 -0.963 0.776 0.269
H -2.000 0.698 0.554 0.244
H -1.946 -0.316 -0.967 0.256
```

(x)
Formula: C2H5BO
Source: the OMol25 dataset
Level of theory: the ωB97M-V functional and the def2-TZVPD basis

Output
lowest unoccupied orbital energy = -1.2962 eV
M = 55.873 g mol⁻¹
orbital gap = 0.340 Ha

```
9
Properties=species:S:1:pos:R:3:mulliken_charge:R:1
B 1.187 -0.055 0.235 -0.016
C -1.398 -0.320 0.029 0.087
C -0.326 0.595 0.083 -0.350
O -2.512 -0.036 0.306 -0.401
H 2.217 0.477 0.180 -0.046
H 1.353 -1.107 0.613 -0.097
H -1.092 -1.420 -0.125 0.242
H -0.263 1.690 -0.148 0.371
H 0.833 0.175 -1.173 0.210
```

(y)
Formula: C2H5BO
Source: the OMol25 dataset
Level of theory: the ωB97M-V functional and the def2-TZVPD basis

Output
lowest unoccupied orbital energy = -1.3141 eV
M = 55.873 g mol⁻¹
orbital gap = 0.343 Ha

```
9
Properties=species:S:1:pos:R:3:mulliken_charge:R:1
B -0.919 -0.017 0.797 -0.015
C 0.888 0.405 -1.027 0.048
C 0.592 -0.112 0.251 -0.367
O 2.017 0.660 -1.412 -0.454
H -1.141 -0.361 1.794 -0.086
H -1.840 0.431 0.370 -0.056
H 0.024 0.672 -1.537 0.353
H 1.177 -0.766 0.776 0.385
H -0.799 -0.912 -0.010 0.192
```

(w) is the most stable structure; the next one sits 0.0605 hartree above it.

(w)
Formula: C2H6N4O2
Source: the OMol25 dataset
Level of theory: the ωB97M-V functional and the def2-TZVPD basis

Output
lowest unoccupied orbital energy = 0.5307 eV
M = 118.096 g mol⁻¹
orbital gap = 0.351 Ha

```
14
Properties=species:S:1:pos:R:3:nbo_charge:R:1
C 0.488 -1.123 -0.740 0.202
C -1.144 0.566 -0.154 0.768
H 1.337 -0.249 1.721 0.399
H 2.713 0.668 0.697 0.397
H 0.775 -1.982 -1.578 0.232
H -2.495 -1.044 0.772 0.517
H -0.663 2.447 -0.482 0.401
H 0.795 1.331 -0.353 0.433
N 1.578 0.286 0.810 -0.739
N 1.620 -0.658 -0.270 -0.313
N -0.736 -0.836 -0.082 -0.239
N -0.215 1.559 -0.718 -0.867
O -1.740 -1.780 0.132 -0.533
O -2.313 0.814 0.246 -0.657
```

(x)
Formula: C2H6N4O2
Source: the OMol25 dataset
Level of theory: the ωB97M-V functional and the def2-TZVPD basis

Output
lowest unoccupied orbital energy = 0.3450 eV
M = 118.096 g mol⁻¹
orbital gap = 0.337 Ha
SMILES string = [H]/N=C/N=C(NO)NO

```
14
Properties=species:S:1:pos:R:3:nbo_charge:R:1
C 0.190 0.206 -0.090 0.548
C -0.628 1.626 1.557 0.282
H 0.839 -1.542 -1.833 0.490
H 1.448 1.077 -1.340 0.399
H -1.266 -1.070 0.766 0.442
H 0.368 -2.242 0.307 0.484
H -0.622 2.663 1.777 0.166
H -1.958 1.004 3.014 0.349
N 1.158 0.168 -1.049 -0.321
N -0.641 -0.806 -0.073 -0.319
N 0.163 1.386 0.405 -0.605
N -1.079 0.627 2.307 -0.782
O 0.866 -0.570 -2.252 -0.583
O -0.040 -1.992 -0.576 -0.551
```

(w) is the most stable structure; the next one sits 0.0064 hartree above it.

(w)
Formula: C5H2O
Source: the OMol25 dataset
Level of theory: the ωB97M-V functional and the def2-TZVPD basis

Output
lowest unoccupied orbital energy = -0.9191 eV
M = 78.070 g mol⁻¹
orbital gap = 0.334 Ha

```
8
Properties=species:S:1:pos:R:3:nbo_charge:R:1
O 1.696 0.756 -1.169 -0.467
C 0.932 -0.150 -0.997 0.389
C -0.552 -0.031 -0.762 -0.091
C -1.741 -0.254 -0.308 -0.031
C -0.715 -0.127 0.795 -0.065
C 0.253 -0.082 1.547 -0.147
H 1.237 -1.204 -0.868 0.158
H 1.103 0.175 2.139 0.255
```

(x)
Formula: C5H2O
Source: the OMol25 dataset
Level of theory: the ωB97M-V functional and the def2-TZVPD basis

Output
lowest unoccupied orbital energy = -0.8432 eV
M = 78.070 g mol⁻¹
orbital gap = 0.345 Ha
SMILES string = C#CC#CC=O

```
8
Properties=species:S:1:pos:R:3:nbo_charge:R:1
C -2.213 0.208 -0.116 0.319
C -0.887 -0.193 -0.099 -0.072
C 0.246 -0.510 -0.149 0.055
C 1.659 -0.262 -0.257 -0.116
C 2.879 -0.131 0.128 -0.153
H -2.527 1.393 0.019 0.156
H 4.037 0.026 0.382 0.289
O -3.194 -0.533 0.092 -0.478
```

(x) is the most stable structure; the next one sits 0.0538 hartree above it.